#i
Entry from the OMol25 dataset: a 2-piece molecular cluster, C3H10S overall (wB97M-V/def2-TZVPD).

Cartesian coordinates (Å):
1 C -0.42 1.70 0.69
2 C -0.49 1.43 -0.80
3 S 1.11 1.45 -1.69
4 H -0.09 2.72 0.90
5 H 0.30 1.01 1.13
6 H -1.39 1.62 1.10
7 H -1.06 0.54 -1.03
8 H -1.02 2.24 -1.32
9 H 1.64 0.53 -0.86
10 C 0.25 -2.62 0.42
11 H 0.06 -3.67 0.20
12 H 0.06 -2.08 -0.51
13 H 1.35 -2.62 0.50
14 H -0.29 -2.25 1.28

As for the HOMO energy: -9.1 eV. Its SMILES is CCS.C. As for the spin multiplicity: 1.

Here are the Löwdin charges for atoms 1 to 6, given in e:
1. C -0.174
2. C -0.640
3. S 0.668
4. H 0.073
5. H 0.062
6. H 0.057



#ii
Entry from the OMol25 dataset: a 2-piece molecular cluster, C3H10S overall (wB97M-V/def2-TZVPD).

Cartesian coordinates (Å):
1 C -0.50 1.35 -0.33
2 C -1.26 0.03 -0.40
3 C -0.64 -1.08 0.54
4 H 0.54 1.42 0.01
5 H -0.75 1.95 -1.20
6 H -1.07 1.98 0.36
7 H -2.39 0.19 -0.24
8 H -1.18 -0.31 -1.46
9 H -0.84 -2.11 0.23
10 H -0.81 -0.85 1.59
11 H 0.49 -1.06 0.45
12 S 3.43 -0.28 -0.07
13 H 2.09 -0.53 -0.62
14 H 2.89 -0.70 1.15

As for the HOMO energy: -9.8 eV. Its SMILES is CCC.S. As for the spin multiplicity: 1.

Here are the Löwdin charges for atoms 1 to 6, given in e:
1. C -0.146
2. C -0.308
3. C -0.117
4. H 0.058
5. H 0.066
6. H 0.059



Most stable: #i